The following is a DFT calculation (the ωB97M-V functional and the def2-TZVPD basis) of a molecular structure, C41H40N2O5Ru in a non-equilibrium geometry.

Output
expectation value of S²	6.04
gap between HOMO and LUMO (spin up / spin down)	6.01 / 5.78	eV
multiplicity	5
relative energy (zero: lowest compared OMol25 entry of this formula, charge and spin)	0.0	kJ/mol
lowest unoccupied orbital energy (spin up / spin down)	-0.83 / -2.61	eV
HOMO energy (spin up / spin down)	-6.85 / -8.39	eV

Each line ends with the Mulliken charge.
Positions of all 89 atoms, in Å:
O (-0.2342, -2.0484, -2.6926)  -0.61
H (-4.1374, 2.6287, -0.5000)  0.43
C (-0.0169, 1.9692, -2.2665)  -1.12
C (-0.1919, 4.1280, 0.2799)  0.42
H (1.9854, 0.1272, -4.5222)  0.46
C (0.1901, -3.2129, -2.5163)  0.62
C (2.3828, 0.1942, -3.5100)  -0.91
C (2.6768, -1.3582, 2.1245)  1.70
H (1.7116, -0.4226, -2.8508)  0.01
C (0.2431, -1.8069, 1.6009)  -0.05
H (1.6122, 3.4232, -4.8551)  0.44
H (-3.6315, -2.6206, 2.3626)  0.36
C (1.3356, -3.1982, 3.2108)  -0.56
H (-4.1308, -1.5216, 1.0735)  0.49
H (3.8562, 0.1211, 3.1746)  0.45
C (0.1755, -3.9355, 3.3607)  -1.71
H (-3.0160, -0.9655, 2.3290)  0.29
H (3.5394, -2.8563, 0.8395)  0.25
H (2.5304, -0.6568, 1.2816)  -0.95
C (1.2046, -3.5037, -1.5357)  0.82
H (-3.7448, 1.6767, -3.5053)  0.34
C (-0.0605, 0.5264, 1.0908)  0.07
H (3.2740, -1.1899, 4.2007)  0.36
C (-3.3503, 3.0686, -1.1092)  -1.57
H (-1.8317, -4.2340, 2.7040)  0.42
C (-0.2924, 5.1403, 1.2524)  -1.10
C (-0.3717, 2.5521, 2.0883)  -0.45
C (-0.4396, 4.8825, 2.5952)  -0.91
H (2.2040, -3.4602, 3.7926)  0.38
N (0.2160, 1.1301, -1.1870)  1.32
C (-0.4410, 3.7386, -4.3659)  -1.53
H (2.8362, 2.6699, -1.1474)  0.36
C (-0.2291, 2.8154, 0.6969)  0.50
C (-2.1235, -2.2672, 0.8446)  1.53
H (-2.7057, -4.3523, 0.6200)  0.31
H (-3.8212, 3.6868, -1.8689)  0.37
H (2.1620, 0.0730, 3.6665)  0.27
C (1.3997, -2.1374, 2.3226)  0.66
C (3.8108, -2.3070, 1.7380)  -1.58
C (-0.6241, 1.7422, 4.6691)  -1.14
H (-0.4968, 5.6975, 3.3038)  0.44
C (0.8060, 3.1677, -4.1811)  -0.98
C (-0.6163, 3.0880, 4.3918)  -0.88
C (-0.0610, 1.5228, 0.0758)  -1.69
Ru (1.0357, -0.6955, -1.1308)  -0.02
C (1.0415, 2.2776, -3.1438)  1.54
H (3.3835, -0.2398, -3.4927)  0.49
C (3.0136, -0.5377, 3.3711)  -1.48
H (-0.7357, 1.4144, 5.6933)  0.45
H (4.0088, -3.0241, 2.5289)  0.35
C (-2.5085, 1.9573, -1.7370)  1.70
C (-0.4920, 3.5436, 3.0575)  0.91
H (-3.3878, -3.2681, -0.5981)  0.49
H (4.1442, 1.6325, -1.7258)  0.51
C (2.4200, 1.6499, -3.0303)  -0.01
C (-0.3236, 1.1622, 2.3718)  0.27
C (-1.4943, 3.3705, -3.5481)  -0.39
C (-0.2052, -4.4664, -3.1978)  0.18
C (0.4886, -5.5818, -2.4298)  0.43
C (-3.3623, 1.0925, -2.6717)  -1.65
H (-2.7384, 3.7028, -0.4710)  0.28
C (-0.9220, -2.5814, 1.7028)  0.27
H (0.1475, -4.7557, 4.0616)  0.40
H (-0.7070, 3.8065, 5.1926)  0.44
C (-0.9382, -3.6387, 2.5982)  -0.50
C (-0.4737, 0.7539, 3.6757)  0.53
N (0.2529, -0.7150, 0.7366)  1.90
O (0.2782, -6.7610, -2.5534)  -0.53
C (-1.3138, 2.4758, -2.5052)  -0.12
O (1.7674, -2.5555, -0.9113)  -0.62
H (-2.1598, 1.3095, -0.9278)  -0.62
C (1.4715, -4.9403, -1.4592)  -0.12
H (4.7225, -1.7480, 1.5457)  0.46
O (2.2775, -5.5258, -0.7669)  -0.58
H (-0.5968, 4.4486, -5.1645)  0.39
H (-1.6951, -3.7389, -0.6798)  0.19
C (-3.3002, -1.8151, 1.7108)  -1.75
H (-2.4770, 3.7782, -3.7334)  0.44
O (-0.9157, -4.6080, -4.1670)  -0.55
H (-4.2083, 0.6823, -2.1248)  0.46
H (-0.4776, -0.2922, 3.9470)  0.62
H (3.0682, 2.2023, -3.7220)  0.77
H (2.7147, 0.8951, -0.9887)  -0.22
H (-0.2402, 6.1665, 0.9187)  0.46
C (3.0631, 1.7262, -1.6389)  -0.85
H (-1.8593, -1.4478, 0.1594)  -0.75
C (-2.5048, -3.4832, -0.0015)  -1.46
H (-2.7708, 0.2686, -3.0651)  0.40
H (-0.0734, 4.3874, -0.7632)  0.62

=====

The following is a DFT calculation (the ωB97M-V functional and the def2-TZVPD basis) of a molecular structure, C41H41As3N8OS5Sr in a non-equilibrium geometry.

Output
gap between HOMO and LUMO	4.69	eV
total charge	-2
relative energy (zero: lowest compared OMol25 entry of this formula, charge and spin)	0.0	kJ/mol
lowest unoccupied orbital energy	3.48	eV
HOMO energy	-1.22	eV

Each line ends with the Mulliken charge.
Positions of all 100 atoms, in Å:
C (0.5630, 2.4369, -2.9594)  -0.26
N (2.1142, -2.9395, -0.9955)  0.42
C (-3.2502, 4.8698, -0.9522)  -0.77
C (-4.3205, -1.7079, -3.8572)  -0.81
H (4.1229, -0.8339, 2.9093)  0.39
C (-0.0947, 1.2139, -2.9024)  0.22
C (4.3592, -2.3624, -0.3219)  0.43
H (3.2661, 2.5859, 4.3296)  0.48
H (-3.2081, 5.5410, -0.1022)  0.39
S (-0.1005, -2.6012, 2.4695)  -0.54
H (-2.6510, 0.0378, 6.2320)  0.25
H (3.3057, 1.5447, -4.7480)  0.36
H (2.0144, 0.4675, 6.1827)  0.28
H (0.1291, 3.2976, -2.4645)  0.37
H (4.8452, 2.3213, 2.5452)  0.31
C (7.6684, -3.8130, -1.2703)  0.05
H (-3.3967, 2.4778, -3.9449)  0.24
C (5.3634, -4.4157, -1.9018)  -0.81
C (3.4938, -3.1715, -1.0564)  0.60
H (2.2779, 3.5220, -3.6596)  0.40
S (-3.2649, -2.4285, 0.7284)  -0.58
H (3.2787, -1.2330, 5.2603)  0.35
N (-2.1517, 0.2454, 3.1556)  0.81
H (2.7913, 1.9457, 6.7451)  0.36
N (-2.6335, 0.2872, 5.2605)  0.19
C (-4.3666, 1.0036, 2.3018)  0.29
H (4.0475, 1.0630, 4.7382)  0.42
S (-3.1472, -3.0055, 4.2700)  -0.64
C (-4.1576, -1.4898, -5.2172)  -0.53
H (-1.8341, 0.9727, -5.1019)  0.41
C (-5.6541, 1.4465, 2.5926)  -0.40
H (2.1058, -0.8157, -0.6554)  0.53
H (-3.1113, -0.3600, -6.7212)  0.38
H (-0.7520, -0.4862, 4.5918)  0.41
C (2.2578, 1.4941, 5.9034)  -1.22
C (-2.7188, 0.0461, -3.3695)  -0.14
C (-6.1284, 1.5028, 0.3926)  -0.56
C (-3.4164, 0.6811, 3.3922)  -0.27
H (3.9661, -1.5967, 0.3325)  0.08
H (1.3082, 2.0206, 5.7902)  0.30
As (-1.7640, 0.9787, -1.8755)  2.24
H (-0.0245, -0.8463, -3.5121)  0.46
H (6.3980, -1.9442, 0.1683)  0.46
C (5.7251, -2.5702, -0.4022)  -0.90
C (-1.7060, -0.0389, 4.3641)  -1.01
H (-5.9527, 1.5773, 3.6248)  0.49
C (-0.6306, 2.0285, -0.0791)  -0.28
H (1.7889, -1.9483, 4.5873)  0.20
H (1.2359, -4.9052, -1.2548)  0.49
As (-2.1810, -3.4803, 2.3893)  0.40
C (1.5283, -1.7187, -0.7867)  -1.27
Sr (-1.2377, -0.5285, 0.9788)  0.49
C (3.0599, -1.0018, 3.1053)  -0.01
C (-0.0737, -3.1374, -1.0086)  -1.19
C (-4.8521, 1.0518, 0.1045)  -0.45
N (-6.5406, 1.7124, 1.6408)  -0.72
H (-4.5470, 4.6301, -4.0674)  0.39
N (-3.9546, 0.8139, 1.0554)  1.11
S (-1.7845, 3.2954, 0.6726)  -0.38
C (-3.5997, -0.9457, -2.9410)  -0.37
C (6.2246, -3.5954, -1.1917)  0.47
H (2.5362, 2.5628, 1.5110)  0.56
C (0.4769, 0.1136, -3.5359)  -0.21
H (4.9285, 2.2061, 0.7892)  0.41
C (-2.5440, 0.2352, -4.7407)  -0.26
S (-2.0065, -5.5577, 1.8651)  -0.65
C (2.8502, -1.7686, 4.4077)  -1.40
N (-3.7588, 0.7362, 4.6557)  -0.78
H (5.7603, -5.2152, -2.5130)  0.43
C (1.7785, 2.5605, -3.6262)  -0.78
C (3.0173, 1.5881, 1.6146)  -0.13
H (-4.5565, 0.8808, -0.9231)  0.14
H (5.0297, 0.7523, 1.7763)  0.22
C (-2.5868, 3.6438, -0.8655)  1.00
N (0.2404, -1.8015, -0.7852)  1.28
H (-4.4663, 6.1888, -2.1239)  0.35
H (2.7112, 1.0306, 0.7264)  -0.29
N (8.8025, -3.9847, -1.3330)  -0.57
As (2.1008, 0.7167, 3.1231)  0.72
C (-3.3369, 3.1485, -3.0981)  -0.37
C (-3.9557, 5.2335, -2.0880)  -0.58
H (-1.0956, -3.4825, -0.9354)  0.43
H (2.1366, -0.6435, -4.6640)  0.42
C (1.6973, 0.2284, -4.1926)  -0.78
H (2.6325, -1.5751, 2.2772)  -0.17
C (-2.6265, 2.7563, -1.9636)  -0.40
H (3.3156, -4.8219, -2.4107)  0.48
H (3.3281, -2.7498, 4.3630)  0.37
H (-6.8280, 1.6984, -0.4123)  0.41
H (-4.7109, -2.0858, -5.9335)  0.36
C (1.0648, -3.8471, -1.1687)  -0.54
C (3.0754, 1.5481, 4.6150)  -0.87
C (2.3538, 1.4534, -4.2379)  -0.54
C (-3.9985, 4.3665, -3.1705)  -0.84
O (0.0216, 1.3413, 0.6940)  -0.05
H (-4.9899, -2.4796, -3.4980)  0.47
C (-3.2605, -0.5212, -5.6594)  -0.66
C (3.9948, -4.2030, -1.8411)  -0.65
C (4.5333, 1.7215, 1.6875)  -1.37
H (-3.6972, -1.1660, -1.8797)  0.00